[1]
Entry from OMol25: a cluster of 2 separate species, C5H10N4 in total (ωB97M-V/def2-TZVPD).

```
19
Properties=species:S:1:pos:R:3:forces:R:3
C 0.88533 2.81217 -0.89592 1.947 1.348 -5.085
C 1.03727 1.70015 -1.70924 1.625 2.649 -1.479
C 0.13655 2.42859 0.15904 -2.390 -2.237 3.883
C -0.58565 0.17979 0.77927 -1.423 -1.333 2.500
C -1.62775 -1.63255 2.28829 -0.600 -1.526 1.153
N 0.55374 0.63251 -1.13212 -0.256 -1.416 -0.617
N -0.08874 1.06532 0.00587 -0.360 0.092 0.889
N -0.97666 -0.61123 1.55039 1.312 1.037 -1.580
N 0.82849 -1.94456 -1.09886 -1.992 0.170 -0.298
H 0.96029 3.85846 -1.12394 0.703 0.184 -0.368
H 1.47271 1.67371 -2.70368 0.030 -0.132 0.305
H -0.30177 2.91970 0.94110 -0.872 1.344 1.746
H -2.22419 -1.06798 3.07032 0.193 -0.979 -1.015
H -2.23404 -2.26095 1.53467 0.562 1.072 1.515
H -0.89607 -2.31725 2.87698 -0.985 1.341 -1.208
H 0.78273 -0.85964 -1.01144 1.466 -0.446 -0.391
H 0.25601 -1.92156 -2.00926 0.442 -1.139 1.739
H 1.72759 -2.42143 -1.32573 -0.683 0.449 0.799
H 0.29416 -2.23328 -0.19574 1.280 -0.476 -2.490
```
Positions in Å, forces in eV/Å.

## Properties
- multiplicity = 3
- expectation value of S² = 2.02
- Kohn-Sham gap (alpha / beta) (eV) = 6.9 / 7.2
- E (eV) = -11283.5674
- energy relative to the best compared isomer or geometry (same formula, charge and spin) (kcal per mole) = 50.0
- strongest force on any atom (eV/Å) = 5.6
- net charge = +2



[2]
Entry from OMol25: a structure of composition C5H10N4O (ωB97M-V/def2-TZVPD).

```
20
Properties=species:S:1:pos:R:3:forces:R:3
C 1.22168 -0.60711 1.46572 2.247 0.903 2.182
C 0.23385 -0.75456 -0.24562 -3.661 -0.245 -3.847
C -0.35580 -0.63219 -1.65456 1.818 -0.355 -0.530
C -0.36342 0.79570 -2.24057 -2.339 0.486 1.642
C -1.03058 1.75297 -1.19794 0.777 1.297 -2.169
H 2.90854 0.46226 1.67094 -1.035 -0.689 1.341
H 1.95461 0.31418 3.15071 -0.054 0.278 0.196
H -1.58213 -1.28249 0.69096 -0.268 0.122 -0.118
H -1.32596 -1.10095 -1.72296 -0.387 0.181 0.285
H 0.27263 -1.24584 -2.29765 0.169 -0.108 -0.154
H -1.01381 0.89480 -3.13013 0.647 -0.553 0.145
H 0.57934 1.25214 -2.38780 1.279 -0.138 -0.594
H -0.23968 2.12561 -0.51416 -0.742 -0.538 0.402
H -1.31677 2.66989 -1.80091 -0.034 -0.801 0.823
H -2.97446 1.58602 -0.64330 1.525 -0.316 -0.089
N 2.22771 -0.06241 2.26930 0.921 -0.559 -1.573
N 0.03193 -0.93001 1.89996 0.392 0.595 1.163
N -0.64994 -0.92849 0.74593 0.818 -0.648 -0.531
N 1.45468 -0.61140 0.12769 -0.233 0.691 0.716
O -2.11842 1.09021 -0.63476 -1.838 0.397 0.710
```
Positions in Å, forces in eV/Å.

## Properties
- Kohn-Sham gap (eV) = 8.6
- E (eV) = -13354.2590
- energy relative to the best compared isomer or geometry (same formula, charge and spin) (kcal per mole) = 26.6
- strongest force on any atom (eV/Å) = 5.3
- net charge = 0



[3]
Entry from OMol25: the molecule C5H10N4O2S (ωB97M-V/def2-TZVPD).

```
22
Properties=species:S:1:pos:R:3:forces:R:3
N -0.97409 -1.20875 0.92479 0.728 -0.196 -2.280
C -0.93569 -1.13288 -0.60384 0.882 -1.105 2.464
C 0.20448 -0.22924 -0.89326 0.481 0.664 -0.779
C 0.45131 1.00915 -0.36096 -2.485 -0.629 -0.015
C -0.28825 1.51829 0.91597 0.676 1.409 -1.906
N -1.72716 1.76432 0.74397 2.045 0.223 -0.778
N 0.05661 0.50802 1.92209 1.576 0.444 2.565
O 1.27575 0.29637 1.99603 -1.790 0.144 -0.525
N 1.39076 1.76402 -0.97023 -1.802 -1.710 -0.358
S 2.30061 0.81178 -1.99668 0.867 -1.681 -1.746
C 1.39028 -0.86956 -1.60107 0.322 2.827 0.185
O 2.15952 -1.64386 -0.71549 -0.029 -1.352 -3.271
H -1.90276 -1.42273 1.23623 0.181 -0.677 0.792
H -0.12564 -1.65775 1.30955 -1.509 -0.102 -0.039
H -1.97218 -0.92880 -0.86749 0.186 0.605 -0.551
H -0.64495 -2.08571 -1.09018 -0.581 0.092 0.420
H 0.25351 2.49990 1.20153 -0.939 -1.521 0.004
H -2.09728 1.03582 0.18253 -0.405 -0.600 -0.668
H -2.23823 1.74331 1.58725 -0.271 0.115 1.350
H 1.82826 2.43326 -0.45104 1.673 1.959 1.690
H 1.16294 -1.34760 -2.58411 0.583 0.088 1.016
H 1.94849 -1.36130 0.13570 -0.387 1.005 2.431
```
Positions in Å, forces in eV/Å.

## Properties
- SMILES = NCC1=C([C@@H](N)N=O)NS[C@H]1O
- Kohn-Sham gap (eV) = 8.1
- E (eV) = -26232.7936
- energy relative to the best compared isomer or geometry (same formula, charge and spin) (kcal per mole) = 68.1
- strongest force on any atom (eV/Å) = 3.5
- net charge = 0



[4]
Entry from OMol25: the molecule C5H10N4O5 (ωB97M-V/def2-TZVPD).

```
24
Properties=species:S:1:pos:R:3:forces:R:3
C 1.38195 2.20486 -0.50139 -0.024 -0.249 -0.002
C 1.28702 0.67506 -0.47483 0.115 0.183 0.149
C -0.09935 0.22805 -0.82998 1.311 -0.003 0.711
C -0.43491 0.20361 -2.28034 -0.643 -0.160 -0.348
C -1.87663 0.13851 -2.67361 -0.052 -0.041 -0.368
O 0.46334 0.26971 -3.08999 -0.044 0.045 0.282
N -0.92886 -0.11947 0.10300 -0.094 -0.442 0.085
O -2.10333 -0.50856 -0.00035 -0.600 -0.282 -0.090
N -0.46691 0.03492 1.52503 0.997 1.049 1.019
O -1.57376 0.19972 2.27425 -0.248 -0.229 -0.035
O 0.13686 -1.23129 1.86028 -0.697 -1.834 -0.954
N 1.02511 -1.09457 2.93317 -1.049 2.909 -0.867
N 1.50358 -2.07042 3.41433 1.326 -1.942 1.264
O 1.20740 -3.32700 2.92890 -0.721 0.191 -0.824
H 2.34822 2.51456 -0.12054 0.161 0.114 0.028
H 0.60918 2.64294 0.12333 -0.067 0.106 0.108
H 1.27441 2.57626 -1.51471 -0.045 0.111 -0.150
H 1.57046 0.31606 0.51189 0.034 -0.053 -0.177
H 1.97143 0.26460 -1.21919 -0.089 -0.073 0.094
H -2.29214 -0.83195 -2.40497 -0.033 0.025 0.055
H -2.45392 0.89338 -2.14200 -0.058 -0.030 0.090
H -1.95659 0.28839 -3.74704 0.052 0.028 -0.027
H -2.30883 -0.31913 1.85300 0.456 0.033 -0.126
H 1.71629 -3.94823 3.47175 0.011 0.543 0.084
```
Positions in Å, forces in eV/Å.

## Properties
- SMILES = CC/C(C(C)=O)=[N+](/[O-])N(O)O/N=N\O
- Kohn-Sham gap (alpha / beta) (eV) = 9.1 / 9.1
- E (eV) = -21536.0582
- energy relative to the best compared isomer or geometry (same formula, charge and spin) (kcal per mole) = 0.0
- strongest force on any atom (eV/Å) = 3.2
- net charge = 0



[5]
Entry from OMol25: the ion C5H10N5 with charge +1 (ωB97M-V/def2-TZVPD).

```
20
Properties=species:S:1:pos:R:3:forces:R:3
C 0.27642 -1.65907 0.79235 1.435 -1.293 3.048
N 1.16578 -0.54812 0.48660 -1.582 -0.476 -1.791
C 2.56093 -0.55401 0.91460 -2.562 4.924 2.127
C 0.61148 0.45068 -0.16828 -1.730 -0.378 0.116
N 1.33337 1.54770 -0.40936 -1.662 -0.149 -0.289
C -1.07337 0.43488 -0.58844 4.858 1.527 0.171
N -1.95212 -0.49926 -0.30246 -1.679 -0.440 0.211
C -3.07928 0.02280 -0.75559 -0.355 0.725 -0.499
N -2.81356 1.21376 -1.31408 -0.244 0.754 -0.343
N -1.54163 1.48497 -1.24249 2.465 -0.024 0.995
H 0.05150 -1.74702 1.85859 -0.034 1.262 0.517
H -0.67042 -1.67050 0.37740 -1.041 0.164 -1.338
H 0.70055 -2.63255 0.81101 1.148 -0.802 -1.455
H 3.31245 -0.48906 0.22983 1.463 0.728 -2.865
H 2.63698 0.39918 1.61728 0.275 -2.249 -0.985
H 2.77692 -1.43953 1.32871 0.305 -3.056 2.398
H 0.78711 2.34229 -0.65385 -0.213 0.670 -0.543
H 2.32116 1.62947 -0.53247 0.403 -0.390 0.243
H -4.09210 -0.30756 -0.78398 -0.230 -0.784 0.379
H -3.31217 2.02094 -1.66537 -1.020 -0.715 -0.095
```
Positions in Å, forces in eV/Å.

## Properties
- SMILES = CN(C)C(=[NH2+])c1nc[nH]n1
- Kohn-Sham gap (eV) = 10.8
- E (eV) = -12789.5361
- energy relative to the best compared isomer or geometry (same formula, charge and spin) (kcal per mole) = 27.0
- strongest force on any atom (eV/Å) = 5.9
- net charge = +1



[6]
Entry from OMol25: a structure of composition C5H10N7 (ωB97M-V/def2-TZVPD).

```
22
Properties=species:S:1:pos:R:3:forces:R:3
C 3.03755 0.27564 0.10423 1.745 -2.100 0.220
C 0.94453 -0.35131 0.05936 0.079 1.174 0.434
C 1.14832 0.97286 -0.24351 -1.963 -0.446 0.420
C -1.13675 1.39152 0.17677 -1.237 0.223 -0.663
C -0.41143 -1.00445 0.09202 0.127 -1.144 -2.126
N 2.43751 1.35170 -0.21002 -1.026 1.098 -0.213
N 2.21506 -0.84072 0.34083 -0.644 2.767 -0.642
N 0.03408 1.86020 -0.34585 -0.985 0.157 0.539
N -1.37474 0.08595 0.40688 0.187 0.437 -0.065
N -2.16181 2.29781 0.35217 2.214 -2.661 1.101
N -0.69654 -2.10102 0.99488 0.389 -0.567 -1.088
N -0.54401 -1.54531 -1.41078 -0.920 -1.054 2.040
H 4.11393 0.27522 0.13471 0.099 -0.637 0.249
H 2.44609 -1.76372 0.09951 0.739 -1.303 0.044
H 0.11173 2.87805 -0.62751 0.175 -1.875 0.718
H -2.33978 -0.19051 0.69223 1.352 0.170 -0.292
H -1.98314 2.99292 -0.26695 -0.382 3.171 -1.698
H -3.09659 2.09056 0.61808 -0.446 -0.413 -0.009
H -0.46198 -2.99391 0.54080 -0.299 0.582 0.296
H -0.20831 -2.10879 1.87819 0.147 0.533 0.158
H -0.85249 -2.57569 -1.42811 0.306 2.225 0.110
H -1.22123 -0.99700 -1.95793 0.343 -0.337 0.465
```
Positions in Å, forces in eV/Å.

## Properties
- Kohn-Sham gap (eV) = 9.2
- E (eV) = -15771.7027
- energy relative to the best compared isomer or geometry (same formula, charge and spin) (kcal per mole) = 23.3
- strongest force on any atom (eV/Å) = 3.6
- net charge = +1



[7]
Entry from OMol25: the ion C5H10NO with charge -1 (ωB97M-V/def2-TZVPD).

```
17
Properties=species:S:1:pos:R:3:forces:R:3
O 2.27515 0.54117 0.63688 0.176 -0.043 0.274
C 1.60366 0.99198 -0.40864 -0.637 -0.581 -0.659
C 0.16555 0.38230 -0.58042 -1.280 1.235 -0.090
C -0.10603 -1.10980 -0.79441 1.116 0.582 0.754
C -1.46896 -1.38322 -0.14310 0.185 0.593 0.357
C -1.78228 -0.10609 0.72171 0.364 -0.815 0.098
N -0.62168 0.71186 0.59386 -0.879 0.149 -0.296
H 1.34659 2.09013 -0.41201 0.241 0.084 0.047
H 2.08307 0.82136 -1.42053 0.085 0.045 0.075
H -0.36803 0.88382 -1.43753 0.635 0.069 0.087
H -0.02096 -1.30299 -1.85919 -0.090 -0.487 -0.077
H 0.70012 -1.58403 -0.21674 -0.164 -0.361 -0.340
H -2.27334 -1.55490 -0.85672 0.015 -0.274 -0.036
H -1.35212 -2.20874 0.55787 -0.358 -0.325 -0.275
H -2.72853 0.36309 0.39625 0.088 0.015 -0.062
H -1.91230 -0.44854 1.75754 -0.204 0.295 0.021
H -0.25217 1.16786 1.39731 0.706 -0.182 0.120
```
Positions in Å, forces in eV/Å.

## Properties
- SMILES = [O-]C[C@H]1CCCN1
- Kohn-Sham gap (eV) = 6.6
- E (eV) = -8883.7825
- energy relative to the best compared isomer or geometry (same formula, charge and spin) (kcal per mole) = 7.7
- strongest force on any atom (eV/Å) = 1.8
- net charge = -1



[8]
Entry from OMol25: the ion C5H10NO with charge -1 (ωB97M-V/def2-TZVPD).

```
17
Properties=species:S:1:pos:R:3:forces:R:3
N 2.41835 -2.08103 -1.02808 0.089 -2.345 1.105
C 1.51511 -1.05547 -1.06324 -2.856 3.295 -0.327
C 0.38743 -0.72010 -0.32960 3.187 -0.911 0.183
C -0.48363 0.48075 -0.64064 -0.303 -0.512 1.692
C -0.84046 1.38973 0.58914 -0.844 1.752 -1.941
C -1.87860 0.76661 1.60915 1.190 -0.406 -1.186
O -1.81689 1.29275 2.81292 -0.710 0.165 0.155
H 3.05019 -1.92373 -0.29169 1.203 -0.374 0.887
H 2.87655 -2.35067 -1.88107 -0.056 0.424 -0.062
H 1.90351 -0.29111 -1.73331 -1.003 0.394 -0.775
H 0.30828 -1.23011 0.67794 -0.718 0.230 -1.414
H -1.48187 0.05117 -0.82680 0.161 0.068 -0.622
H -0.11818 1.04624 -1.50843 -0.097 -0.272 0.143
H 0.00161 1.93157 1.03281 0.170 -0.745 0.413
H -1.38299 2.25593 0.08309 0.403 -0.671 0.543
H -2.85641 0.75488 0.96749 0.320 0.379 0.802
H -1.60202 -0.31739 1.53034 -0.137 -0.468 0.405
```
Positions in Å, forces in eV/Å.

## Properties
- SMILES = N/C=C/CCC[O-]
- Kohn-Sham gap (eV) = 5.7
- E (eV) = -8882.4184
- energy relative to the best compared isomer or geometry (same formula, charge and spin) (kcal per mole) = 39.2
- strongest force on any atom (eV/Å) = 4.4
- net charge = -1